C70H152N10O10 | ωB97M-V with the def2-TZVPD basis set

Bonds (Å) are listed after each position.
CARTESIAN COORDINATES (ANGSTROEM)
1 C 7.763 -6.138 -1.757  C2 1.497, H12 1.090, H13 1.090, H14 1.090
2 C 6.434 -5.967 -1.091  C1 1.497, C3 1.577, C4 1.561, N10 1.453
3 C 5.450 -7.181 -1.307  C2 1.577, H15 1.090, H16 1.090, H17 1.090
4 C 6.672 -5.866 0.449  C2 1.561, C5 1.496, H18 1.090, H19 1.090
5 C 7.222 -4.564 0.942  C4 1.496, C6 1.577, H20 1.090, H21 1.090
6 C 6.316 -3.345 0.519  C5 1.577, C7 1.569, H22 1.090, H23 1.090
7 C 6.104 -3.408 -1.034  C6 1.569, C8 1.531, C9 1.553, N10 1.469
8 C 4.889 -2.489 -1.176  C7 1.531, H24 1.090, H25 1.090, H26 1.090
9 C 7.359 -2.820 -1.735  C7 1.553, H27 1.090, H28 1.090, H29 1.090
10 N 5.742 -4.755 -1.496  C2 1.453, C7 1.469, O11 1.423
11 O 5.328 -4.729 -2.857  N10 1.423, H30 0.960
12 H 8.634 -5.625 -1.348  C1 1.090
13 H 7.905 -7.218 -1.776  C1 1.090
14 H 7.705 -6.035 -2.840  C1 1.090
15 H 6.028 -8.075 -1.073  C3 1.090
16 H 4.708 -7.019 -0.525  C3 1.090
17 H 5.045 -7.180 -2.319  C3 1.090
18 H 5.722 -6.103 0.928  C4 1.090
19 H 7.341 -6.688 0.702  C4 1.090
20 H 7.295 -4.615 2.028  C5 1.090
21 H 8.222 -4.393 0.543  C5 1.090
22 H 6.985 -2.600 0.951  C6 1.090
23 H 5.375 -3.409 1.066  C6 1.090
24 H 4.019 -2.673 -0.545  C8 1.090
25 H 4.653 -2.527 -2.239  C8 1.090
26 H 4.971 -1.411 -1.035  C8 1.090
27 H 7.383 -1.747 -1.545  C9 1.090
28 H 7.345 -2.908 -2.822  C9 1.090
29 H 8.338 -3.189 -1.430  C9 1.090
30 H 4.376 -4.757 -2.743  O11 0.960
31 C 0.897 -1.351 -2.339  C32 1.596, H42 1.090, H43 1.090, H44 1.090
32 C 0.478 -0.762 -0.916  C31 1.596, C33 1.501, C34 1.565, N40 1.505
33 C 1.391 -1.267 0.163  C32 1.501, H45 1.090, H46 1.090, H47 1.090
34 C 0.603 0.794 -1.032  C32 1.565, C35 1.532, H48 1.090, H49 1.090
35 C -0.009 1.604 0.115  C34 1.532, C36 1.512, H50 1.090, H51 1.090
36 C -1.448 1.198 0.344  C35 1.512, C37 1.543, H52 1.090, H53 1.090
37 C -1.762 -0.310 0.412  C36 1.543, C38 1.573, C39 1.563, N40 1.508
38 C -1.472 -0.741 1.897  C37 1.573, H54 1.090, H55 1.090, H56 1.090
39 C -3.272 -0.488 0.050  C37 1.563, H57 1.090, H58 1.090, H59 1.090
40 N -0.947 -1.109 -0.575  C32 1.505, C37 1.508, O41 1.434
41 O -1.193 -2.520 -0.536  N40 1.434, H60 0.960
42 H 0.311 -1.014 -3.194  C31 1.090
43 H 1.895 -0.936 -2.482  C31 1.090
44 H 0.881 -2.441 -2.358  C31 1.090
45 H 1.132 -2.257 0.538  C33 1.090
46 H 2.435 -1.312 -0.146  C33 1.090
47 H 1.400 -0.701 1.095  C33 1.090
48 H 1.670 0.976 -1.154  C34 1.090
49 H 0.077 1.098 -1.937  C34 1.090
50 H 0.533 1.619 1.061  C35 1.090
51 H 0.089 2.637 -0.218  C35 1.090
52 H -2.069 1.756 -0.357  C36 1.090
53 H -1.616 1.729 1.281  C36 1.090
54 H -1.638 -1.797 2.108  C38 1.090
55 H -2.003 -0.087 2.589  C38 1.090
56 H -0.445 -0.503 2.176  C38 1.090
57 H -3.577 -1.512 0.263  C39 1.090
58 H -3.453 -0.339 -1.015  C39 1.090
59 H -3.886 0.250 0.565  C39 1.090
60 H -1.957 -2.598 -1.112  O41 0.960
61 C 2.777 4.566 -1.498  C62 1.549, H72 1.090, H73 1.090, H74 1.090
62 C 3.847 5.492 -0.866  C61 1.549, C63 1.517, C64 1.569, N70 1.525
63 C 4.506 6.413 -1.876  C62 1.517, H75 1.090, H76 1.090, H77 1.090
64 C 3.081 6.476 0.086  C62 1.569, C65 1.483, H78 1.090, H79 1.090
65 C 2.688 5.829 1.361  C64 1.483, C66 1.498, H80 1.090, H81 1.090
66 C 3.860 5.174 2.024  C65 1.498, C67 1.563, H82 1.090, H83 1.090
67 C 4.653 4.109 1.201  C66 1.563, C68 1.570, C69 1.544, N70 1.521
68 C 5.964 3.856 2.026  C67 1.570, H84 1.090, H85 1.090, H86 1.090
69 C 3.789 2.833 1.299  C67 1.544, H87 1.090, H88 1.090, H89 1.090
70 N 4.961 4.735 -0.151  C62 1.525, C67 1.521, O71 1.456
71 O 5.671 3.782 -0.993  N70 1.456, H90 0.960
72 H 2.322 5.088 -2.339  C61 1.090
73 H 3.160 3.626 -1.893  C61 1.090
74 H 1.958 4.342 -0.815  C61 1.090
75 H 3.878 7.218 -2.256  C63 1.090
76 H 5.336 6.878 -1.343  C63 1.090
77 H 4.893 5.824 -2.707  C63 1.090
78 H 3.748 7.331 0.196  C64 1.090
79 H 2.250 6.895 -0.481  C64 1.090
80 H 2.193 6.517 2.047  C65 1.090
81 H 1.937 5.065 1.159  C65 1.090
82 H 3.424 4.656 2.878  C66 1.090
83 H 4.517 5.894 2.514  C66 1.090
84 H 6.558 3.193 1.397  C68 1.090
85 H 5.716 3.249 2.896  C68 1.090
86 H 6.585 4.709 2.301  C68 1.090
87 H 2.870 2.862 0.714  C69 1.090
88 H 3.655 2.469 2.318  C69 1.090
89 H 4.367 2.026 0.850  C69 1.090
90 H 6.487 4.256 -1.166  O71 0.960
91 C -0.763 5.619 -6.575  C92 1.589, H102 1.090, H103 1.090, H104 1.090
92 C 0.499 4.661 -6.467  C91 1.589, C93 1.547, C94 1.597, N100 1.482
93 C 1.847 5.188 -7.013  C92 1.547, H105 1.090, H106 1.090, H107 1.090
94 C 0.620 4.517 -4.882  C92 1.597, C95 1.622, H108 1.090, H109 1.090
95 C 1.415 3.167 -4.462  C94 1.622, C96 1.522, H110 1.090, H111 1.090
96 C 0.992 1.987 -5.326  C95 1.522, C97 1.540, H112 1.090, H113 1.090
97 C 0.876 2.199 -6.847  C96 1.540, C98 1.546, C99 1.539, N100 1.443
98 C 2.326 2.055 -7.365  C97 1.546, H114 1.090, H115 1.090, H116 1.090
99 C 0.059 0.988 -7.329  C97 1.539, H117 1.090, H118 1.090, H119 1.090
100 N 0.171 3.410 -7.190  C92 1.482, C97 1.443, O101 1.374
101 O 0.028 3.620 -8.541  N100 1.374, H120 0.960
102 H -0.819 6.453 -5.876  C91 1.090
103 H -0.817 6.017 -7.588  C91 1.090
104 H -1.708 5.180 -6.254  C91 1.090
105 H 2.722 4.714 -6.568  C93 1.090
106 H 1.985 5.171 -8.095  C93 1.090
107 H 1.938 6.233 -6.719  C93 1.090
108 H 1.213 5.382 -4.583  C94 1.090
109 H -0.361 4.600 -4.414  C94 1.090
110 H 2.444 3.399 -4.736  C95 1.090
111 H 1.341 2.983 -3.390  C95 1.090
112 H -0.029 1.791 -4.997  C96 1.090
113 H 1.593 1.103 -5.112  C96 1.090
114 H 2.346 2.308 -8.425  C98 1.090
115 H 2.738 1.051 -7.266  C98 1.090
116 H 2.979 2.787 -6.891  C98 1.090
117 H -0.910 0.869 -6.845  C99 1.090
118 H 0.667 0.084 -7.292  C99 1.090
119 H -0.119 1.164 -8.390  C99 1.090
120 H -0.819 3.213 -8.740  O101 0.960
121 C -6.649 -2.498 1.936  C122 1.563, H132 1.090, H133 1.090, H134 1.090
122 C -6.616 -2.720 3.483  C121 1.563, C123 1.566, C124 1.607, N130 1.466
123 C -7.575 -3.922 3.780  C122 1.566, H135 1.090, H136 1.090, H137 1.090
124 C -5.092 -3.147 3.759  C122 1.607, C125 1.568, H138 1.090, H139 1.090
125 C -4.080 -1.951 3.703  C124 1.568, C126 1.532, H140 1.090, H141 1.090
126 C -4.608 -0.883 4.666  C125 1.532, C127 1.517, H142 1.090, H143 1.090
127 C -6.020 -0.423 4.361  C126 1.517, C128 1.596, C129 1.543, N130 1.476
128 C -6.412 0.440 5.644  C127 1.596, H144 1.090, H145 1.090, H146 1.090
129 C -6.093 0.530 3.149  C127 1.543, H147 1.090, H148 1.090, H149 1.090
130 N -6.958 -1.562 4.315  C122 1.466, C127 1.476, O131 1.392
131 O -8.307 -1.230 4.234  N130 1.392, H150 0.960
132 H -7.429 -1.802 1.627  C121 1.090
133 H -5.687 -2.134 1.577  C121 1.090
134 H -6.943 -3.438 1.468  C121 1.090
135 H -8.563 -3.640 3.416  C123 1.090
136 H -7.319 -4.828 3.230  C123 1.090
137 H -7.559 -4.065 4.860  C123 1.090
138 H -4.970 -3.710 4.685  C124 1.090
139 H -4.740 -3.796 2.957  C124 1.090
140 H -3.068 -2.328 3.847  C125 1.090
141 H -4.018 -1.600 2.672  C125 1.090
142 H -3.936 -0.025 4.671  C126 1.090
143 H -4.422 -1.281 5.664  C126 1.090
144 H -6.058 1.471 5.669  C128 1.090
145 H -6.039 -0.063 6.536  C128 1.090
146 H -7.492 0.568 5.718  C128 1.090
147 H -5.537 1.428 3.417  C129 1.090
148 H -7.124 0.859 3.020  C129 1.090
149 H -5.803 0.157 2.166  C129 1.090
150 H -8.576 -1.079 5.143  O131 0.960
151 C -3.936 1.979 -5.545  C152 1.520, H162 1.090, H163 1.090, H164 1.090
152 C -4.268 1.304 -4.225  C151 1.520, C153 1.529, C154 1.511, N160 1.481
153 C -3.943 2.227 -3.051  C152 1.529, H165 1.090, H166 1.090, H167 1.090
154 C -5.747 1.005 -4.137  C152 1.511, C155 1.532, H168 1.090, H169 1.090
155 C -6.200 -0.315 -4.771  C154 1.532, C156 1.551, H170 1.090, H171 1.090
156 C -5.302 -1.499 -4.331  C155 1.551, C157 1.527, H172 1.090, H173 1.090
157 C -3.816 -1.182 -4.485  C156 1.527, C158 1.555, C159 1.541, N160 1.440
158 C -3.124 -2.383 -3.782  C157 1.555, H174 1.090, H175 1.090, H176 1.090
159 C -3.452 -1.257 -5.981  C157 1.541, H177 1.090, H178 1.090, H179 1.090
160 N -3.480 0.091 -3.905  C152 1.481, C157 1.440, O161 1.369
161 O -2.123 0.273 -3.893  N160 1.369, H180 0.960
162 H -4.307 1.482 -6.442  C151 1.090
163 H -4.370 2.968 -5.689  C151 1.090
164 H -2.865 2.134 -5.675  C151 1.090
165 H -4.203 3.271 -3.231  C153 1.090
166 H -4.541 2.027 -2.162  C153 1.090
167 H -2.898 2.214 -2.743  C153 1.090
168 H -6.222 1.199 -3.176  C154 1.090
169 H -6.375 1.719 -4.670  C154 1.090
170 H -7.221 -0.571 -4.488  C155 1.090
171 H -6.151 -0.232 -5.857  C155 1.090
172 H -5.620 -2.353 -4.928  C156 1.090
173 H -5.543 -1.606 -3.273  C156 1.090
174 H -2.037 -2.427 -3.849  C158 1.090
175 H -3.598 -3.336 -4.018  C158 1.090
176 H -3.185 -2.155 -2.718  C158 1.090
177 H -2.412 -0.999 -6.181  C159 1.090
178 H -4.113 -0.583 -6.526  C159 1.090
179 H -3.509 -2.276 -6.364  C159 1.090
180 H -1.863 0.111 -2.983  O161 0.960
181 C -1.842 2.309 7.641  C182 1.539, H192 1.090, H193 1.090, H194 1.090
182 C -2.308 3.383 6.642  C181 1.539, C183 1.541, C184 1.531, N190 1.551
183 C -3.790 3.064 6.365  C182 1.541, H195 1.090, H196 1.090, H197 1.090
184 C -2.272 4.815 7.184  C182 1.531, C185 1.523, H198 1.090, H199 1.090
185 C -2.444 5.880 6.110  C184 1.523, C186 1.535, H200 1.090, H201 1.090
186 C -1.326 5.752 5.065  C185 1.535, C187 1.581, H202 1.090, H203 1.090
187 C -1.242 4.306 4.430  C186 1.581, C188 1.517, C189 1.532, N190 1.490
188 C -2.405 4.286 3.457  C187 1.517, H204 1.090, H205 1.090, H206 1.090
189 C 0.089 4.203 3.679  C187 1.532, H207 1.090, H208 1.090, H209 1.090
190 N -1.317 3.231 5.458  C182 1.551, C187 1.490, O191 1.399
191 O -1.392 1.985 4.824  N190 1.399, H210 0.960
192 H -2.369 2.218 8.591  C181 1.090
193 H -1.756 1.308 7.220  C181 1.090
194 H -0.813 2.417 7.986  C181 1.090
195 H -4.402 2.964 7.262  C183 1.090
196 H -4.239 3.898 5.825  C183 1.090
197 H -3.727 2.161 5.758  C183 1.090
198 H -2.888 4.971 8.070  C184 1.090
199 H -1.322 4.968 7.695  C184 1.090
200 H -3.423 5.793 5.639  C185 1.090
201 H -2.313 6.863 6.563  C185 1.090
202 H -0.432 5.820 5.685  C186 1.090
203 H -1.459 6.569 4.355  C186 1.090
204 H -2.313 3.423 2.798  C188 1.090
205 H -2.692 5.207 2.950  C188 1.090
206 H -3.292 3.956 3.999  C188 1.090
207 H 0.271 5.114 3.109  C189 1.090
208 H 0.274 3.293 3.108  C189 1.090
209 H 0.889 4.137 4.417  C189 1.090
210 H -0.544 1.616 5.081  O191 0.960
211 C -0.886 -6.377 4.522  O212 1.426, H220 1.090, H221 1.090, H222 1.090
212 O -0.820 -6.931 3.209  C211 1.426, C213 1.432
213 C -1.178 -5.999 2.184  O212 1.432, C214 1.564, H223 1.090, H224 1.090
214 C -0.289 -4.725 2.001  C213 1.564, N215 1.450, H225 1.090, H226 1.090
215 N 1.136 -4.991 1.980  C214 1.450, C216 1.450, H227 1.010
216 C 1.964 -3.998 2.637  N215 1.450, C217 1.547, H228 1.090, H229 1.090
217 C 3.369 -4.589 2.900  C216 1.547, O218 1.419, H230 1.090, H231 1.090
218 O 3.229 -5.876 3.480  C217 1.419, C219 1.436
219 C 4.500 -6.480 3.764  O218 1.436, H232 1.090, H233 1.090, H234 1.090
220 H -0.137 -5.674 4.884  C211 1.090
221 H -0.795 -7.189 5.244  C211 1.090
222 H -1.864 -5.906 4.622  C211 1.090
223 H -2.218 -5.739 2.382  C213 1.090
224 H -1.356 -6.487 1.226  C213 1.090
225 H -0.446 -4.106 2.885  C214 1.090
226 H -0.600 -4.067 1.190  C214 1.090
227 H 1.302 -5.756 2.618  N215 1.010
228 H 1.510 -3.780 3.603  C216 1.090
229 H 2.133 -3.050 2.126  C216 1.090
230 H 3.830 -3.899 3.607  C217 1.090
231 H 3.870 -4.536 1.933  C217 1.090
232 H 5.176 -6.684 2.934  C219 1.090
233 H 4.244 -7.412 4.269  C219 1.090
234 H 5.065 -5.858 4.458  C219 1.090
235 N 3.041 -5.162 -0.595  C236 1.312, H239 1.010, H240 1.010
236 C 2.020 -5.084 -1.416  N235 1.312, N237 1.281, O238 1.229
237 N 0.904 -5.407 -0.877  C236 1.281, H241 1.010, H242 1.010
238 O 2.087 -4.786 -2.607  C236 1.229
239 H 3.996 -4.937 -0.838  N235 1.010
240 H 2.793 -5.409 0.352  N235 1.010
241 H 0.777 -5.096 0.076  N237 1.010
242 H 0.075 -5.535 -1.439  N237 1.010

## Properties
SMILES	CC1(C)CCCC(C)(C)N1O.CC1(C)CCCC(C)(C)N1O.CC1(C)CCCC(C)(C)N1O.CC1(C)CCCC(C)(C)N1O.CC1(C)CCCC(C)(C)N1O.CC1(C)CCCC(C)(C)N1O.CC1(C)CCCC(C)(C)N1O.COCCNCCOC.NC(N)=O
gap between HOMO and LUMO	8.16	eV
ΔE to the lowest compared entry with this formula, charge and spin	0.0000	eV
HOMO	-8.0	eV
electronic energy	-110418.74847	eV

Here are the Löwdin charges for atoms 1 to 5, given in e:
1. C -0.035
2. C -0.506
3. C 0.000
4. C -0.153
5. C -0.177